DFT (ωB97M-V/def2-TZVPD) results for 2 unconnected molecules or ions with the total composition C2H3P.

XYZ file:
```
6
C2H3P (ωB97M-V/def2-TZVPD)
C 2.42 -0.78 0.01
C 0.25 -0.07 -0.03
P -1.37 -0.22 -0.01
H 2.80 0.27 0.05
H -2.05 0.41 -1.07
H -2.05 0.39 1.05
```

Calculated values
Max |F|, eV/A: 4.0
Total charge: 0
Lowest unoccupied orbital energy (alpha / beta), eV: -1.402 / -1.332
Frontier orbital gap (alpha / beta), eV: 6.7 / 8.0
HOMO (alpha / beta), eV: -8.07 / -9.36
Relative energy (zero: lowest compared OMol25 entry of this formula, charge and spin), kJ/mol: 798.30

Löwdin population analysis, charges in e, atoms 1 to 4: 0.03, -0.39, 0.71, -0.17